Record 1
Entry from the OMol25 dataset: a structure of composition C31H33CrN2O6 in a non-equilibrium geometry (the ωB97M-V functional and the def2-TZVPD basis).

The value obtained for the highest occupied orbital energy (alpha / beta) is -13.76 / -13.83 eV. For the total energy, the calculation gives -2806.12960 hartree. As for the gap between HOMO and LUMO (alpha / beta): 7.351 / 7.497 eV.

The geometry in ORCA input format:
```
! RIJCOSX wB97M-V def2-TZVPD def2/J DEFGRID3
* xyz 2 4
Cr -0.206 0.373 -1.528
O 6.197 2.669 -1.661
C 5.981 1.283 -1.720
C 4.507 1.020 -1.687
C 4.000 -0.278 -1.698
C 2.636 -0.462 -1.679
N 1.769 0.558 -1.642
C 2.249 1.822 -1.623
C 3.604 2.079 -1.648
C 1.200 2.856 -1.582
C 1.431 4.213 -1.547
C 0.354 5.100 -1.521
C 0.642 6.584 -1.543
O 1.500 6.900 -2.619
C -0.931 4.573 -1.528
C -1.093 3.202 -1.564
N -0.059 2.355 -1.591
H 7.137 2.857 -1.735
H 6.449 0.762 -0.876
H 6.389 0.844 -2.638
H 4.656 -1.137 -1.725
H 2.199 -1.452 -1.700
H 3.991 3.087 -1.644
H 2.436 4.613 -1.555
H 1.182 6.861 -0.636
H -0.287 7.158 -1.565
H 0.998 6.963 -3.438
H -1.799 5.218 -1.507
H -2.076 2.751 -1.581
C -0.248 -6.456 -1.756
O -1.594 -5.998 -1.641
C -1.843 -4.703 -1.659
C -3.211 -4.338 -1.590
C -3.567 -3.031 -1.601
C -2.609 -1.980 -1.670
C -2.986 -0.613 -1.689
C -4.408 -0.152 -1.677
O -2.125 0.326 -1.727
C -1.222 -2.359 -1.741
O -0.252 -1.477 -1.807
C -0.874 -3.713 -1.738
H -0.305 -7.538 -1.788
H 0.341 -6.147 -0.890
H 0.214 -6.088 -2.673
H -3.950 -5.127 -1.546
H -4.619 -2.793 -1.564
H -5.137 -0.953 -1.675
H -4.580 0.482 -2.548
H -4.557 0.470 -0.792
H 0.180 -3.947 -1.797
C -0.963 -1.153 6.808
C -0.871 -0.965 5.332
C -1.330 -1.947 4.450
C -1.255 -1.791 3.086
C -1.770 -2.899 2.203
C -0.686 -0.590 2.553
C -0.651 -0.512 1.140
O -0.183 0.405 0.412
C -0.214 0.425 3.447
C 0.389 1.735 3.021
C -0.323 0.203 4.803
H -1.410 -2.110 7.068
H -1.559 -0.355 7.255
H 0.028 -1.093 7.261
H -1.757 -2.857 4.851
H -2.147 -3.715 2.815
H -0.984 -3.303 1.562
H -2.590 -2.563 1.564
H -1.098 -1.365 0.624
H 0.440 1.866 1.951
H 1.399 1.818 3.426
H -0.196 2.555 3.442
H 0.032 0.974 5.479
*
```



Record 2
Entry from the OMol25 dataset: a structure of composition C31H33F2IrN5O2S2 in a non-equilibrium geometry (the ωB97M-V functional and the def2-TZVPD basis).

The value obtained for the highest occupied orbital energy (alpha / beta) is -5.20 / -7.49 eV. For the total energy, the calculation gives -2725.56705 hartree. As for the gap between HOMO and LUMO (alpha / beta): 5.541 / 6.531 eV.

The geometry in ORCA input format:
```
! RIJCOSX wB97M-V def2-TZVPD def2/J DEFGRID3
* xyz 0 6
Ir 0.654 0.573 -0.258
C 4.387 0.075 3.047
C 3.301 -0.751 3.720
N 2.687 -1.732 2.844
C 1.845 -1.393 1.813
S 0.894 0.081 2.013
N 1.763 -2.219 0.822
N 0.862 -1.798 -0.153
C 0.318 -2.727 -0.904
C 0.721 -4.174 -0.760
C -0.736 -2.431 -1.828
C -1.523 -3.490 -2.355
C -2.742 -3.279 -2.919
C -3.252 -1.952 -2.973
C -2.435 -0.938 -2.602
N -1.165 -1.134 -2.148
H 4.847 0.765 3.756
H 3.971 0.658 2.223
H 5.173 -0.567 2.644
H 2.515 -0.102 4.107
H 3.703 -1.295 4.576
H 3.254 -2.534 2.604
H 1.621 -4.251 -0.161
H 0.901 -4.623 -1.737
H -0.065 -4.749 -0.268
H -1.163 -4.500 -2.246
H -3.325 -4.113 -3.283
H -4.255 -1.733 -3.307
H -2.737 0.093 -2.651
F 5.873 -1.201 -0.862
C 5.059 -0.136 -0.695
C 3.693 -0.335 -0.694
C 2.847 0.755 -0.511
C 3.409 2.035 -0.354
C 4.794 2.165 -0.370
F 5.367 3.389 -0.250
C 5.651 1.099 -0.533
C 2.489 3.196 -0.276
C 2.814 4.479 0.177
C 1.857 5.472 0.114
C 0.597 5.193 -0.402
C 0.337 3.892 -0.784
N 1.250 2.928 -0.705
H 3.317 -1.340 -0.813
H 6.722 1.233 -0.547
H 3.799 4.682 0.563
H 2.097 6.469 0.460
H -0.165 5.954 -0.496
H -0.626 3.586 -1.178
C -3.335 2.457 -0.042
S -1.918 1.442 0.399
O -2.442 0.051 0.285
C -1.835 1.858 2.130
C -1.095 2.962 2.524
C -1.007 3.263 3.875
C -1.644 2.453 4.807
C -2.366 1.342 4.395
C -2.463 1.032 3.046
H -4.184 2.088 0.532
H -3.499 2.319 -1.108
H -3.133 3.504 0.184
H -0.575 3.566 1.791
H -0.428 4.117 4.199
H -1.564 2.683 5.861
H -2.842 0.704 5.128
H -2.982 0.150 2.695
C -0.969 1.431 -3.981
O -0.890 1.186 -2.581
C -0.199 0.020 -2.140
C 0.952 -0.336 -3.072
H 0.005 1.700 -4.393
H -1.650 2.274 -4.101
H -1.369 0.575 -4.532
H 0.603 -0.605 -4.073
H 1.505 -1.184 -2.676
H 1.648 0.501 -3.142
*
```



Record 3
Entry from the OMol25 dataset: a structure of composition C31H33FIN5O5Tl (the ωB97M-V functional and the def2-TZVPD basis).

Its energy relative to the best compared isomer or geometry (same formula, charge and spin) is 0.0545 eV. The value obtained for the highest occupied orbital energy is -2.60 eV. For the total energy, the calculation gives -2421.14353 hartree. As for the gap between HOMO and LUMO: 4.322 eV.

The geometry in ORCA input format:
```
! RIJCOSX wB97M-V def2-TZVPD def2/J DEFGRID3
* xyz -1 1
Tl 2.104 2.087 -3.837
N -0.727 1.110 -5.251
C -1.486 0.760 -4.065
C -0.761 0.503 -2.729
O -1.472 0.061 -1.810
O 0.473 0.786 -2.626
H -0.399 2.068 -5.200
H 0.063 0.488 -5.386
H -2.095 -0.129 -4.252
H -2.199 1.565 -3.866
F 2.568 1.132 2.834
C 1.531 1.373 2.002
C 1.680 2.169 0.903
C 0.568 2.495 0.127
C 0.781 3.231 -1.139
O 1.933 3.471 -1.514
C -0.424 3.581 -1.849
C -1.620 3.187 -1.351
N -1.808 2.463 -0.214
C -3.081 1.823 -0.004
C -4.309 2.667 -0.092
C -3.851 2.146 1.243
C -0.705 2.045 0.498
C -0.825 1.152 1.567
C 0.293 0.808 2.285
N 0.128 -0.142 3.388
C 1.155 -1.241 3.511
C 0.550 -2.331 4.401
N -0.474 -1.727 5.262
C 0.007 -0.480 5.830
C -0.020 0.561 4.708
C -0.468 4.204 -3.241
O -1.434 4.923 -3.502
O 0.473 3.868 -4.028
H 2.653 2.538 0.607
H -2.517 3.432 -1.902
H -3.111 0.817 -0.410
H -5.178 2.224 -0.555
H -4.177 3.724 -0.280
H -4.410 1.347 1.712
H -3.408 2.864 1.921
H -1.774 0.682 1.786
H 2.042 -0.787 3.940
H 1.381 -1.609 2.514
H 1.366 -2.787 4.974
H 0.094 -3.093 3.772
H -0.789 -2.374 5.969
H -0.750 -0.638 3.212
H 1.023 -0.566 6.242
H -0.650 -0.155 6.636
H 0.796 1.278 4.776
H -0.967 1.098 4.665
C 3.398 -1.028 0.115
C 2.309 -1.824 0.390
C 2.395 -3.142 0.978
C 1.276 -3.890 1.278
C -0.025 -3.417 1.048
C -0.142 -2.158 0.426
C 0.957 -1.400 0.102
H 4.410 -1.368 0.298
H 3.247 -0.071 -0.370
H 3.380 -3.555 1.175
H 1.414 -4.881 1.705
H -0.892 -4.037 1.239
H -1.115 -1.782 0.120
H 0.805 -0.478 -0.451
I -2.002 -3.545 -3.165
C -0.112 -2.761 -3.569
C 0.923 -2.914 -2.661
C 2.141 -2.329 -2.976
C 2.257 -1.636 -4.169
N 1.265 -1.500 -5.049
C 0.097 -2.059 -4.746
H 0.785 -3.447 -1.730
H 2.965 -2.360 -2.274
H 3.193 -1.154 -4.430
H -0.704 -1.936 -5.466
*
```



Record 4
Entry from the OMol25 dataset: a structure of composition C31H33FeN4OPS (the ωB97M-V functional and the def2-TZVPD basis).

Its energy relative to the best compared isomer or geometry (same formula, charge and spin) is 0.0000 eV. The value obtained for the highest occupied orbital energy (alpha / beta) is -0.42 / -0.84 eV. For the total energy, the calculation gives -3498.53056 hartree. As for the gap between HOMO and LUMO (alpha / beta): 4.577 / 4.997 eV.

The geometry in ORCA input format:
```
! RIJCOSX wB97M-V def2-TZVPD def2/J DEFGRID3
* xyz -2 5
Fe -0.726 -0.954 -0.054
N 1.624 -1.205 0.873
C 2.740 -1.097 -0.057
C 2.310 -0.438 -1.375
N 1.063 0.314 -1.292
C 0.605 0.702 -2.628
C -0.006 2.092 -2.671
N -0.746 2.383 -1.451
H 1.738 -1.984 1.511
H 1.525 -0.366 1.434
H 3.584 -0.549 0.383
H 3.087 -2.105 -0.285
H 3.132 0.201 -1.738
H 2.157 -1.219 -2.122
H 1.161 1.145 -0.715
H 1.449 0.705 -3.335
H -0.123 -0.040 -2.957
H 0.795 2.838 -2.777
H -0.607 2.138 -3.592
H -1.296 3.227 -1.563
H -1.395 1.608 -1.259
O -1.514 -1.655 1.668
C -0.918 -0.580 1.902
C -0.649 0.024 3.135
C -0.924 -0.676 4.360
C -0.558 -0.157 5.568
C 0.098 1.102 5.652
C 0.317 1.817 4.479
C -0.046 1.324 3.232
P -0.034 2.294 1.707
C -0.092 4.029 2.345
C -1.361 4.593 2.481
C -1.525 5.884 2.963
C -0.416 6.645 3.305
C 0.854 6.104 3.160
C 1.012 4.808 2.683
C 1.721 2.242 1.143
C 1.997 2.785 -0.116
C 3.287 2.772 -0.627
C 4.320 2.200 0.107
C 4.053 1.642 1.348
C 2.761 1.664 1.863
H -1.414 -1.639 4.289
H -0.770 -0.712 6.476
H 0.390 1.514 6.609
H 0.761 2.807 4.546
H -2.227 4.001 2.204
H -2.521 6.300 3.063
H -0.539 7.656 3.676
H 1.726 6.691 3.424
H 2.010 4.399 2.567
H 1.179 3.201 -0.697
H 3.484 3.188 -1.608
H 5.325 2.172 -0.297
H 4.852 1.180 1.916
H 2.548 1.220 2.830
C 0.044 -3.333 -1.039
C 1.335 -3.788 -0.980
C 2.240 -3.762 -2.115
C 3.521 -4.221 -2.040
C 4.064 -4.741 -0.837
C 3.214 -4.756 0.297
C 1.931 -4.300 0.242
C 5.382 -5.260 -0.783
N 6.461 -5.684 -0.739
H -0.628 -3.542 -0.213
H -0.410 -3.070 -1.985
H 1.866 -3.363 -3.052
H 4.156 -4.187 -2.920
H 3.610 -5.138 1.234
H 1.313 -4.320 1.134
S -2.284 -0.645 -1.503
*
```